Record 1
C4H6BrNO | ωB97M-V/def2-TZVPD

The calculation puts the maximum force at 0.0852 Eh/bohr. The value obtained for the HOMO-LUMO gap is 0.3085 hartree. As for the relative energy (zero: lowest compared OMol25 entry of this formula, charge and spin): 242.1 kJ/mol. The value obtained for the HOMO energy is -8.10 eV. The LUMO energy is 0.30 eV.

The geometry in ORCA input format:
```
! RIJCOSX wB97M-V def2-TZVPD def2/J DEFGRID3
* xyz 0 1
C 2.1183 0.5820 0.9668
C 1.1664 -0.2347 0.5218
C -1.5471 0.3368 -0.9931
C -0.2177 -0.0175 0.8197
N -2.7426 0.2528 -0.4403
O -0.9854 0.5916 -2.0145
Br -0.9775 -1.9344 1.2290
H 3.1152 0.4053 0.7523
H 1.8844 1.4382 1.5388
H 1.3197 -1.1006 -0.0300
H -0.6456 0.6508 1.6262
H -2.9462 0.5535 0.5142
H -3.5858 0.1959 -0.9727
*
```

Record 2
C42H91F2N17O14P4RbS2 | ωB97M-V/def2-TZVPD

The calculation puts the maximum force at 0.1246 Eh/bohr. The value obtained for the HOMO-LUMO gap is 0.1953 hartree. As for the relative energy (zero: lowest compared OMol25 entry of this formula, charge and spin): 137.4 kJ/mol. The value obtained for the HOMO energy is -9.29 eV. The LUMO energy is -3.97 eV.

The geometry in ORCA input format:
```
! RIJCOSX wB97M-V def2-TZVPD def2/J DEFGRID3
* xyz 1 1
Rb 4.4021 -1.7188 -1.6141
N 2.2671 0.9965 -2.9487
H 3.1916 0.7768 -3.3132
H 1.5656 0.6885 -3.6826
H 2.1638 2.0131 -2.9324
H 2.1266 0.4725 -2.0520
N 1.9776 -0.4262 -0.6421
S 1.9460 0.3671 0.7117
O 2.4625 -0.3595 1.8598
O 0.8994 1.3178 0.9395
F 3.2039 1.3020 0.3215
S 0.6540 -1.4306 -0.3213
O -0.6367 -0.8881 -0.6793
O 0.6469 -2.2816 0.8286
F 0.9685 -2.4660 -1.4972
C 1.2366 -7.2258 0.0329
C 0.6861 -8.1186 0.9469
C -0.3811 -7.7385 1.7661
C -0.8204 -6.4361 1.6699
C -0.2060 -5.4947 0.8568
C 0.8555 -5.8839 0.0630
N -2.0549 -6.0377 2.3656
O -2.6857 -6.9172 2.9177
O -2.4965 -4.9018 2.2854
H 2.0618 -7.6220 -0.5440
H 1.1132 -9.1101 0.8745
H -0.7821 -8.4987 2.4196
H -0.5959 -4.4851 0.8518
H 1.4079 -5.2433 -0.6110
C -4.6448 -3.1420 0.2294
C -4.7138 -4.5121 0.1657
C -3.8180 -5.2726 -0.5624
C -2.8276 -4.5849 -1.2819
C -2.7023 -3.2071 -1.2007
C -3.6237 -2.4993 -0.4478
N -1.8814 -5.4011 -2.0543
O -1.0724 -4.8307 -2.7693
O -1.9568 -6.6039 -1.9798
H -5.3305 -2.5389 0.8089
H -5.5087 -5.0792 0.6352
H -3.8908 -6.3474 -0.6161
H -1.9149 -2.7037 -1.7420
H -3.5722 -1.4181 -0.4266
C 4.3779 -4.3706 1.1540
C 4.0706 -5.6477 1.5927
C 3.1895 -5.8191 2.6464
C 2.6341 -4.6966 3.2539
C 2.8630 -3.4323 2.7444
C 3.7308 -3.2503 1.6762
N 1.6665 -4.8646 4.3322
O 1.5037 -3.9351 5.0879
O 1.0785 -5.9262 4.3912
H 5.1889 -4.2594 0.4385
H 4.5355 -6.4922 1.1034
H 2.9326 -6.8365 2.9058
H 2.3304 -2.5935 3.1729
H 3.9394 -2.2678 1.2764
O -3.2223 0.5278 5.7400
P -2.0617 0.2201 4.8549
N -1.8867 -1.4323 4.6027
C -2.9124 -2.4091 4.9242
C -0.9019 -1.9113 3.6616
N -0.5878 0.7812 5.4071
C 0.6894 0.6878 4.6996
C -0.4833 1.2581 6.7822
N -2.2414 0.8181 3.2873
C -3.3107 0.2541 2.4513
C -2.0053 2.2579 3.0308
H -3.6119 -2.0773 5.6862
H -2.4409 -3.3382 5.2551
H -3.4736 -2.6754 4.0199
H -0.0309 -2.3572 4.1549
H -0.4984 -1.1417 3.0002
H -1.3095 -2.6622 2.9774
H 0.5332 0.9063 3.6405
H 1.3803 1.4009 5.1398
H 1.1032 -0.3252 4.7424
H -0.3590 0.3887 7.4365
H 0.3742 1.9114 6.9422
H -1.3597 1.8564 7.0287
H -3.7378 1.0346 1.8260
H -2.9858 -0.5644 1.8048
H -4.1178 -0.1101 3.0946
H -2.2260 2.4696 1.9865
H -0.9245 2.4312 3.0789
H -2.5317 2.8614 3.7713
O 2.6355 4.7372 4.0945
P 3.3250 5.1589 2.8753
N 2.3323 5.3571 1.5360
C 1.7741 4.1023 1.0277
C 1.3308 6.4086 1.5298
N 4.5367 4.1087 2.3396
C 4.7885 2.9007 3.1148
C 5.2543 4.2281 1.1011
N 4.0310 6.7181 2.9782
C 4.7506 7.3659 1.8965
C 4.4750 7.1038 4.3279
H 0.8800 3.8374 1.6044
H 2.3591 3.2072 1.1974
H 1.4826 4.1835 -0.0215
H 0.5106 6.2920 2.2443
H 0.9163 6.6411 0.5485
H 1.8551 7.3174 1.8398
H 5.8174 2.5610 2.9839
H 4.6374 3.0569 4.1817
H 4.1123 2.0937 2.8088
H 4.7722 4.9860 0.4821
H 6.3120 4.4552 1.2520
H 5.1587 3.3254 0.4797
H 5.1687 8.3034 2.2506
H 5.5748 6.7484 1.5211
H 4.0975 7.4558 1.0247
H 3.7604 6.8689 5.1170
H 4.6430 8.1769 4.3034
H 5.3434 6.5051 4.6280
O 0.7707 0.4303 -4.3868
P 0.4251 -0.5659 -5.4391
N 0.2533 0.1593 -6.9219
C -0.1873 1.5530 -7.0464
C 0.3344 -0.5970 -8.1722
N -0.9450 -1.4635 -5.1339
C -2.0311 -0.9098 -4.3348
C -1.1887 -2.7861 -5.7407
N 1.6556 -1.7170 -5.6207
C 1.8637 -2.5093 -4.4471
C 2.8710 -1.3429 -6.3496
H -0.6407 1.7891 -8.0041
H 0.7038 2.1813 -6.9455
H -0.8356 1.8299 -6.2157
H 0.6664 -1.6251 -8.0378
H 1.0358 -0.1218 -8.8626
H -0.6083 -0.6596 -8.7208
H -2.1949 0.1469 -4.5612
H -2.9833 -1.3926 -4.5485
H -1.8273 -0.9806 -3.2643
H -0.3615 -3.1286 -6.3529
H -1.4321 -3.4505 -4.9102
H -2.0827 -2.7185 -6.3659
H 2.4941 -3.3804 -4.6107
H 2.0640 -1.8658 -3.5774
H 0.8836 -2.8400 -4.0784
H 3.5522 -0.8492 -5.6434
H 2.7040 -0.5700 -7.0994
H 3.3152 -2.1896 -6.8683
O -3.3532 5.2579 -2.4205
P -3.2033 3.9470 -1.7660
N -1.7499 3.1295 -2.1704
C -1.3034 1.8982 -1.5166
C -1.3434 3.2035 -3.5668
N -4.4473 2.8350 -2.0560
C -5.2397 2.7668 -3.2692
C -4.5178 1.5621 -1.3467
N -3.1358 4.0319 -0.1013
C -4.4135 4.3507 0.5752
C -2.0423 4.7878 0.5246
H -1.9729 1.0901 -1.8240
H -1.4628 1.9709 -0.4407
H -0.2658 1.6723 -1.7483
H -1.3384 4.2162 -3.9705
H -2.0332 2.6160 -4.1877
H -0.3491 2.8055 -3.7871
H -6.1108 2.1145 -3.2008
H -5.5660 3.7154 -3.6954
H -4.6752 2.3099 -4.0985
H -4.1554 0.7566 -1.9956
H -3.8917 1.6474 -0.4569
H -5.5421 1.3579 -1.0282
H -5.2204 3.6912 0.2535
H -4.3067 4.2155 1.6482
H -4.7081 5.3642 0.2904
H -1.0984 4.3155 0.2513
H -2.0254 4.7889 1.6107
H -2.0575 5.7728 0.0503
*
```

Record 3
C14H22Cu2N2O4 | ωB97M-V/def2-TZVPD

The calculation puts the maximum force at 0.2717 Eh/bohr. The value obtained for the HOMO-LUMO gap is 0.1536 hartree. As for the relative energy (zero: lowest compared OMol25 entry of this formula, charge and spin): 860.7 kJ/mol. The value obtained for the HOMO energy is -4.97 eV. The LUMO energy is -0.79 eV.

The geometry in ORCA input format:
```
! RIJCOSX wB97M-V def2-TZVPD def2/J DEFGRID3
* xyz 0 1
C -14.8727 -3.7577 1.7539
N -16.3155 -3.7134 2.1765
C -16.6998 -3.6541 3.4649
C -18.0204 -3.7022 3.8388
C -18.9831 -3.8737 2.8880
C -18.5560 -3.8294 1.5845
C -17.1867 -3.8262 1.2327
C -20.3642 -4.1077 3.2909
C -20.9617 -3.4931 4.3656
C -22.2895 -3.7720 4.7166
N -22.9570 -4.8194 4.1317
C -22.5221 -5.2934 3.0016
C -21.1835 -5.0098 2.5543
C -24.2088 -5.3104 4.6515
H -14.8411 -2.8504 1.1507
H -14.7170 -4.6000 1.0798
H -14.3503 -3.8415 2.7069
H -15.8009 -3.5741 4.0581
H -18.2127 -3.6670 4.9010
H -19.2334 -3.8398 0.7433
H -16.8100 -3.8855 0.2223
H -20.4602 -2.6590 4.8336
H -22.7461 -3.3500 5.5997
H -23.1794 -6.0245 2.5545
H -20.7387 -5.4851 1.6925
H -24.9283 -4.5204 4.4360
H -24.3184 -5.3614 5.7348
H -24.4577 -6.2623 4.1825
Cu -22.2565 -3.7140 -0.5051
Cu -22.1231 -5.4021 0.5515
C -23.4805 -7.5897 0.7863
O -22.6103 -6.9257 1.5895
H -23.0108 -7.8379 -0.1654
H -23.7677 -8.5743 1.1552
H -24.3822 -7.0114 0.5842
C -23.2413 -3.1117 1.7618
O -23.5082 -4.2012 0.9205
H -23.5232 -3.1647 2.8133
H -22.1705 -2.9487 1.8834
H -23.7116 -2.1694 1.4806
O -22.5227 -5.1673 -1.1116
H -23.3101 -5.7430 -1.0561
O -20.7946 -4.5008 0.4076
H -20.3993 -3.6155 0.2875
*
```

Record 4
C4H5N3O | ωB97M-V/def2-TZVPD

The calculation puts the maximum force at 0.0435 Eh/bohr. The value obtained for the HOMO-LUMO gap is 0.3416 hartree. As for the relative energy (zero: lowest compared OMol25 entry of this formula, charge and spin): 229.5 kJ/mol. The value obtained for the HOMO energy is -10.58 eV. The SMILES is [H]/N=C1\C=NC(CO)=N1. The LUMO energy is -1.28 eV.

The geometry in ORCA input format:
```
! RIJCOSX wB97M-V def2-TZVPD def2/J DEFGRID3
* xyz 0 1
C 0.2657 1.6595 -1.1245
C 0.1322 0.4485 -0.2550
C 0.4949 -1.2433 0.9073
C -0.9586 -0.8308 1.0354
H -1.5652 1.5097 -1.5112
H 1.1723 1.5506 -1.6747
H 0.4077 2.5833 -0.5511
H 0.5453 -2.7258 2.1198
H -1.7528 -1.3334 1.6061
N 1.1144 -0.2643 0.1003
N 1.1455 -2.1596 1.4904
N -1.1471 0.1957 0.3049
O -0.7753 1.7262 -2.0796
*
```